130
Properties=species:S:1:pos:R:3:forces:R:3:lowdin_charge:R:1 method="wB97M-V/def2-TZVPD" orbital_gap_ev=9.83 largest_force_ev_per_a=3.8 e_tot_ev=-77622.698
C 3.516336 4.106750 -5.183443 -1.22 -1.63 -0.58 -0.0878
C 2.349087 4.637629 -4.394367 2.45 -0.13 1.50 -0.2470
C 1.817578 3.566660 -3.502944 0.96 -0.52 0.48 -0.1889
C 2.777896 3.215630 -2.421008 -0.20 -0.98 -0.01 -0.1801
N 3.472456 2.799182 -1.595325 -0.47 0.61 -0.60 0.1731
H 3.960320 4.780097 -5.839930 0.59 1.58 -1.13 0.0475
H 3.067638 3.316978 -5.841019 0.78 0.22 0.52 0.1005
H 4.323680 3.713756 -4.596515 0.21 -0.48 0.53 0.0701
H 1.613660 4.917823 -5.042622 -2.12 0.97 -1.71 0.0831
H 2.629703 5.483264 -3.777678 0.02 0.40 0.01 0.1212
H 1.584978 2.689794 -4.089510 0.35 -0.50 -0.04 0.0938
H 0.895297 3.849547 -3.079636 -1.20 0.45 0.88 0.0700
C -1.113753 2.236636 -4.823110 -1.98 0.07 -1.59 -0.1081
C -0.396444 1.077915 -4.236020 0.56 -1.10 -0.10 -0.2766
C -1.301868 -0.062978 -3.745895 -2.44 1.83 0.32 -0.1427
C -1.955760 0.403573 -2.494375 0.19 -0.61 -0.51 -0.2025
N -2.566055 0.780247 -1.600686 -0.04 0.26 0.30 0.1958
H -0.504910 2.880697 -5.413992 1.03 0.36 -0.46 0.0547
H -1.518812 2.904396 -4.084863 -0.63 0.04 0.49 0.0588
H -1.914295 1.923910 -5.584207 0.81 0.28 1.27 0.1115
H 0.161681 1.429927 -3.357548 0.21 -0.37 -0.35 0.0953
H 0.278431 0.623943 -4.975457 0.14 0.26 0.36 0.1085
H -0.790103 -0.974961 -3.593462 0.42 -0.83 0.33 0.0603
H -2.232140 -0.228639 -4.379002 1.40 0.00 0.11 0.1502
C -1.049845 2.095104 8.616470 1.72 1.39 -0.18 -0.1263
C -0.933348 0.824794 7.762972 -0.16 0.52 1.74 -0.2556
C 0.551358 0.423262 7.494950 -1.19 0.40 -0.96 -0.1536
C 1.187505 1.416700 6.604122 0.02 -0.48 0.40 -0.1900
N 1.702654 2.131793 5.868275 -0.08 0.12 0.04 0.1555
H -0.557678 3.002412 8.127307 -0.50 -1.19 0.24 0.0908
H -0.512914 2.019927 9.567928 -0.29 -0.16 0.09 0.0686
H -2.065361 2.417836 8.788896 -0.40 -0.25 0.14 0.0618
H -1.497482 1.108741 6.904051 0.02 -0.64 -1.15 0.0675
H -1.503793 0.032120 8.309650 0.74 0.27 -0.66 0.1241
H 0.589751 -0.510336 6.924992 -0.04 0.02 0.27 0.1014
H 1.106360 0.340243 8.420233 0.15 0.01 0.17 0.1152
C 0.435507 -5.807239 -1.775371 -0.71 -0.94 1.03 -0.1180
C 0.843419 -4.422527 -1.360918 0.92 1.57 -0.73 -0.2521
C 2.197218 -4.391513 -0.564146 -2.08 -1.27 -0.14 -0.1530
C 1.998940 -4.868395 0.791864 -0.21 -0.06 0.45 -0.2352
N 1.806373 -5.238770 1.860913 -0.03 -0.04 0.16 0.1476
H 1.236395 -6.267159 -2.322731 0.69 -0.43 -0.08 0.0642
H -0.390729 -5.874475 -2.481038 -0.28 0.44 0.24 0.0376
H 0.187119 -6.455145 -0.881879 0.32 0.60 -0.89 0.0926
H 0.105627 -3.807556 -0.853646 -0.30 -0.31 0.38 0.0812
H 1.053402 -3.785234 -2.254362 -0.07 -0.60 0.29 0.0962
H 2.538269 -3.389977 -0.498806 0.81 0.81 -0.32 0.0812
H 2.816996 -5.138622 -1.037190 0.85 0.37 -0.32 0.1156
C 1.772064 -4.205055 -6.676407 1.19 0.38 -0.38 -0.1077
C 1.861837 -3.202116 -5.539899 -0.03 0.85 -0.39 -0.2717
C 0.515527 -2.672939 -5.034033 -0.73 -0.14 -0.11 -0.1965
C -0.522484 -3.690602 -4.581614 -0.86 0.03 0.13 -0.1820
N -1.425596 -4.332667 -4.209142 1.91 1.13 -0.71 0.1386
H 2.797800 -4.316351 -7.105737 -0.71 -0.51 0.50 0.0857
H 1.196254 -3.867855 -7.536261 -0.36 0.30 0.18 0.0727
H 1.340076 -5.128978 -6.328516 0.10 -0.55 -0.07 0.0643
H 2.486799 -2.339130 -5.852321 -0.72 -0.22 0.10 0.1130
H 2.417386 -3.555846 -4.683528 0.12 -0.65 0.22 0.0983
H 0.044510 -2.011150 -5.792981 0.05 -0.63 0.27 0.1309
H 0.718885 -2.006380 -4.197391 0.03 -0.18 0.12 0.0532
C -1.885603 -0.583760 1.345471 0.69 -0.30 0.23 -0.2315
S -0.096595 -0.500733 1.021116 -1.80 -0.75 -2.22 0.8903
O -0.064820 -1.253153 -0.333897 0.59 0.62 1.21 -0.5826
C 0.038398 1.263501 0.634565 0.49 -1.06 0.81 -0.2442
H -2.018256 -1.638050 1.548267 -0.32 -0.24 0.18 0.0191
H -2.493681 -0.307518 0.477910 0.55 0.27 0.16 0.0241
H -2.096412 -0.006615 2.231837 -0.25 0.25 0.32 0.0461
H -0.905664 1.733889 0.556426 -1.04 0.35 -0.13 0.0192
H 0.541406 1.307939 -0.316946 0.53 0.18 -0.13 0.0439
H 0.579408 1.647084 1.496195 0.34 0.47 -0.29 0.0560
C 0.632587 4.402196 -0.246376 -1.14 0.83 -0.20 0.0179
C -0.787015 4.316944 -0.763480 0.86 -1.07 -0.36 -0.5200
O -1.047712 4.221644 -1.965536 -0.19 0.18 0.66 0.0206
N -1.671982 4.172946 0.235338 -0.55 0.36 -0.92 0.0160
C -3.063444 4.109393 -0.044812 -1.29 0.19 -0.94 -0.0805
H 1.236933 4.626830 -1.080704 0.84 0.64 -0.65 0.0396
H 0.949757 3.437731 0.099942 0.12 -0.19 0.60 0.0482
H 0.620327 5.200112 0.499244 0.57 -0.32 0.16 0.0812
H -1.447801 4.544896 1.127218 0.73 0.33 0.86 0.0710
H -3.397412 4.727082 -0.914603 0.47 -0.20 0.77 0.1040
H -3.616831 4.360632 0.840668 -0.25 0.47 0.39 0.0786
H -3.365009 3.110102 -0.275370 -0.11 -0.85 -0.37 0.0508
C 1.694383 5.349748 3.671166 0.38 -2.80 -2.54 0.0238
C 0.300839 4.892525 3.420892 -1.10 -0.84 1.08 -0.5479
O -0.499934 5.400898 2.629727 0.71 0.44 0.10 -0.0073
N -0.107303 3.853513 4.175680 -1.41 -0.39 -0.03 0.0375
C -1.511781 3.445131 4.075926 0.60 -1.29 -0.40 -0.0569
H 1.670932 6.329168 3.950772 0.14 2.64 1.16 0.0519
H 2.029165 5.352911 2.611562 0.71 0.08 0.64 0.0965
H 2.305419 4.661882 4.290186 -0.49 0.62 -0.31 0.0929
H 0.491831 3.237979 4.718432 0.25 0.59 -0.11 0.0534
H -2.238128 4.154390 4.411821 -0.07 0.75 0.61 0.0775
H -1.627505 2.499373 4.619292 0.00 0.25 0.03 0.0757
H -1.811278 3.248836 3.047942 0.24 -0.12 -0.24 0.0628
C -3.128838 -5.850186 0.848432 -1.98 0.19 0.51 0.0076
C -3.343113 -4.362277 0.666597 1.28 0.50 -1.20 -0.5382
O -3.680457 -3.626469 1.579309 -0.48 0.02 0.19 0.0094
N -2.983730 -3.875955 -0.570347 0.49 -0.45 -0.67 0.0139
C -3.293380 -2.539779 -1.086780 -1.84 -0.07 0.94 -0.0785
H -4.085685 -6.412730 0.664166 0.81 0.61 0.13 0.1060
H -2.884800 -5.962876 1.892874 0.22 -0.35 0.25 0.0760
H -2.383658 -6.253993 0.215223 0.84 -0.34 -0.61 0.0488
H -2.571557 -4.514839 -1.259071 -0.44 0.26 0.68 0.1217
H -4.024412 -2.141727 -0.293414 0.74 -0.20 -1.65 0.1119
H -3.703114 -2.641079 -2.120528 -0.25 0.04 0.96 0.0915
H -2.503243 -1.811791 -1.195195 0.76 -0.32 0.49 0.0130
C -3.396391 -1.147800 5.159166 1.10 0.54 -3.16 0.0287
C -1.920442 -1.368010 4.776311 -1.02 -0.64 1.33 -0.5732
O -0.980185 -0.708305 5.178557 0.26 1.19 -0.03 0.0148
N -1.759493 -2.516947 4.155350 -0.85 -2.03 -1.51 0.0128
C -0.449888 -3.079518 3.843896 0.43 1.52 2.20 -0.0482
H -3.530198 -1.511353 6.100829 -0.31 -0.76 2.85 0.0473
H -4.064799 -1.728149 4.499093 0.20 0.58 0.11 0.0910
H -3.564539 -0.093648 5.104942 -0.56 0.61 0.08 0.0728
H -2.642268 -3.023558 3.936677 1.47 0.36 -0.13 0.1396
H -0.170720 -3.825346 4.596257 0.11 0.22 0.01 0.0917
H 0.286535 -2.237082 3.854483 -0.60 -0.81 0.08 0.0956
H -0.403479 -3.552447 2.928698 -0.24 -0.89 -2.13 0.0318
C 4.446955 -0.172090 -2.921939 -1.28 -0.77 1.55 0.0143
C 2.982787 -0.590797 -2.840382 1.62 1.78 0.82 -0.5375
O 2.345666 -0.619061 -3.868659 -1.36 -0.53 -1.11 0.0152
N 2.427336 -0.692804 -1.622779 0.08 -0.79 -0.55 0.0238
C 3.062788 -0.544658 -0.346189 0.61 1.66 0.49 -0.0985
H 4.541917 0.804504 -2.440914 0.28 -0.20 -0.08 0.0555
H 4.654521 -0.168659 -3.945745 0.63 0.27 -1.46 0.0607
H 5.018251 -0.941174 -2.427400 0.67 0.01 0.31 0.0764
H 1.433530 -0.740138 -1.632666 -0.95 -0.37 0.34 0.0756
H 3.951664 -1.158657 -0.217544 0.08 -0.20 -0.24 0.0783
H 2.359945 -0.855646 0.462003 0.55 0.58 -0.68 0.0545
H 3.415893 0.546953 -0.291269 -0.57 -1.43 0.67 0.0899